This record from the OMol25 dataset describes a structure of composition C32H27B2Br6F8MnN5O10 at a distorted geometry. The level of theory is ωB97M-V/def2-TZVPD.

Geometry as XYZ:
```
91
Properties=species:S:1:pos:R:3:mulliken_charge:R:1
Mn -2.29932 -1.56281 0.61326 0.932
B -4.59551 -1.92872 0.80753 0.542
F -4.00492 -2.98980 1.48425 -0.331
F -4.03800 -1.98149 -0.50400 -0.202
F -5.96073 -1.93816 0.80892 -0.325
F -4.11247 -0.69566 1.33155 -0.106
B -1.29199 0.11567 -0.73764 0.381
F -2.00135 0.57604 0.40621 -0.274
F -0.38967 -0.83963 -0.28374 -0.156
F -2.15103 -0.59047 -1.55031 -0.250
F -0.67488 1.16746 -1.36971 0.098
C -5.17749 -0.08901 -2.72285 1.285
Br -6.02148 -1.84618 -2.67012 -0.055
Br -6.14575 1.11529 -1.50860 -0.045
Br -5.03216 0.76910 -4.47040 -0.081
H -4.16493 -0.21230 -2.36410 -1.100
C -0.92044 1.60272 -4.51251 0.689
Br 0.71870 2.46246 -3.91405 -0.057
Br -0.55913 -0.04671 -5.53755 -0.068
Br -2.07069 2.84379 -5.46334 -0.041
H -1.43517 1.31964 -3.60477 -0.569
C 3.32759 1.15969 -0.93849 -1.094
C 2.17740 0.52969 -0.57065 1.505
C 2.09600 0.03480 0.74112 0.348
C 3.15206 0.14297 1.60759 -0.551
C 4.37791 0.64944 1.15678 -0.704
C 4.47643 1.13863 -0.13718 -0.916
N 2.97983 -0.22378 3.02672 1.247
O 3.98552 -0.34168 3.69192 -0.701
O 1.84887 -0.40543 3.41120 -0.567
H 3.45428 1.53922 -1.94882 0.402
H 1.25618 0.53049 -1.13892 -0.354
H 1.20484 -0.51274 1.02452 0.364
H 5.15085 0.77923 1.90317 0.520
H 5.39635 1.56354 -0.50971 0.493
C 1.31587 4.99724 -0.43918 -0.641
C 0.70521 3.74738 -0.42875 -0.906
C 0.74433 3.04366 0.76155 0.976
C 1.34154 3.53531 1.91061 -0.297
C 1.95628 4.80200 1.87614 -0.713
C 1.92069 5.51298 0.70378 -0.727
N 1.33290 2.76429 3.14635 1.015
O 2.27309 2.85841 3.90057 -0.619
O 0.44009 1.94953 3.22824 -0.437
H 1.28566 5.60380 -1.33610 0.437
H 0.20782 3.39361 -1.31357 0.628
H 0.32792 2.05057 0.88345 0.291
H 2.45253 5.13208 2.77926 0.490
H 2.45339 6.44930 0.59215 0.357
C -5.42547 3.71175 2.15951 -0.491
C -4.65009 2.61822 1.79997 -0.033
C -3.71386 2.16526 2.70375 0.205
C -3.54705 2.76344 3.93627 -0.564
C -4.25533 3.91837 4.24753 -0.381
C -5.24769 4.34072 3.37965 -0.500
N -2.51269 2.29583 4.86537 1.111
O -1.94920 1.25985 4.57680 -0.570
O -2.33833 2.88820 5.90014 -0.636
H -6.12180 4.17321 1.46819 0.394
H -4.73169 2.20241 0.80610 0.148
H -3.05858 1.35269 2.42805 0.404
H -4.10016 4.48849 5.15269 0.442
H -5.81459 5.21088 3.68233 0.370
C 4.84138 -0.32662 -4.45783 -0.423
C 3.45202 -0.31910 -4.51965 -0.629
C 2.76240 -1.11822 -3.62332 0.199
C 3.43739 -1.84632 -2.66170 -0.068
C 4.82800 -1.77342 -2.55624 -0.466
C 5.53143 -1.02038 -3.47475 -0.607
N 2.68885 -2.67483 -1.70557 1.245
O 3.31920 -3.48673 -1.07323 -0.686
O 1.49352 -2.49699 -1.63021 -0.563
H 5.40859 0.22803 -5.19631 0.385
H 2.91424 0.28795 -5.23315 0.412
H 1.68264 -1.12679 -3.52334 0.282
H 5.35462 -2.29156 -1.76664 0.498
H 6.59874 -0.85395 -3.43046 0.403
C 1.58800 -7.14620 0.87653 -0.392
C 1.66203 -5.77641 1.12933 -0.755
C 0.57095 -4.98519 0.81319 0.101
C -0.55762 -5.51018 0.19176 -0.025
C -0.58121 -6.86442 -0.10017 -0.215
C 0.48641 -7.67810 0.20708 -0.595
N -1.65679 -4.62603 -0.16858 0.905
O -1.49486 -3.42840 0.03591 -0.475
O -2.66965 -5.12143 -0.55582 -0.542
H 2.38527 -7.80135 1.20143 0.398
H 2.48046 -5.32361 1.66795 0.449
H 0.59233 -3.95773 1.15281 0.317
H -1.46456 -7.28103 -0.57012 0.464
H 0.49971 -8.74575 0.04298 0.380
```

## Properties
⟨S²⟩ = 8.7521
2S+1 = 6
LUMO (spin up / spin down) = -1.846 / -1.941 eV
electronic energy = -536214.0388 eV
HOMO energy (spin up / spin down) = -9.6 / -9.6 eV

This record from the OMol25 dataset describes a structure of composition C32H27BBr2GaO6S at a distorted geometry. The level of theory is ωB97M-V/def2-TZVPD.

Geometry as XYZ:
```
70
Properties=species:S:1:pos:R:3:mulliken_charge:R:1
C -2.92276 1.14653 -4.69315 -0.620
O -2.78599 1.97793 -3.53189 -0.399
B -2.17444 1.12071 -2.55740 -0.067
O -2.98644 0.19543 -1.80286 -0.615
Ga -0.09003 1.08912 -2.17431 0.940
S 0.38108 1.13209 0.11246 -0.518
C 0.59562 -0.67005 -3.05521 -0.586
Br 1.49308 -0.19061 -4.74991 -0.232
C 1.47390 -1.52031 -2.08095 -0.050
C 0.53935 -2.34670 -1.13771 -0.951
Br 2.45154 -2.89959 -3.18992 -0.234
H -2.61812 1.68596 -5.60097 0.251
H -3.95001 0.75646 -4.77436 0.231
H -2.20975 0.29684 -4.60066 0.196
H -2.84522 -0.64160 -2.24624 0.276
H 0.63441 2.33554 -2.87926 -0.466
H -0.79398 1.39620 0.76339 0.065
H -0.27249 -1.30310 -3.31934 0.474
H 2.17563 -0.89264 -1.52198 0.517
H 0.81923 -2.25719 -0.07983 0.137
H -0.48543 -1.97475 -1.29009 0.216
H 0.56730 -3.41705 -1.38631 0.443
C -3.81641 5.04989 -0.39558 -0.760
C -2.87919 4.55340 -1.29718 -0.360
C -1.68556 5.22984 -1.50268 -0.682
C -1.43114 6.41393 -0.81470 0.124
C -2.38322 6.92343 0.07324 0.203
C -3.57126 6.23124 0.28796 -0.512
C -2.15089 8.20581 0.77905 0.656
O -2.97630 8.65082 1.55646 -0.691
C -0.89170 8.94661 0.51378 0.166
C -0.68066 10.18006 1.12453 -0.564
C 0.49696 10.87503 0.89437 -0.445
C 1.47308 10.33747 0.06017 -0.446
C 1.26515 9.11204 -0.55443 -0.548
C 0.07859 8.41745 -0.33673 0.147
C -0.14558 7.12187 -1.02864 0.554
O 0.70762 6.65996 -1.75861 -0.657
H -4.74310 4.51480 -0.23027 0.423
H -3.07967 3.63773 -1.83754 0.654
H -0.95711 4.83668 -2.20089 0.609
H -4.30421 6.61658 0.98416 0.452
H -1.43663 10.59808 1.77582 0.456
H 0.65680 11.83638 1.36665 0.387
H 2.39544 10.87766 -0.11341 0.392
H 2.02261 8.69727 -1.20600 0.475
C 0.35785 -9.14994 5.55647 -0.450
C 0.51346 -10.24615 4.71291 -0.457
C 1.03433 -10.07511 3.43929 -0.538
C 1.39159 -8.80387 2.99905 0.182
C 1.21393 -7.70228 3.83628 0.167
C 0.70625 -7.88075 5.12014 -0.548
C 1.54527 -6.33284 3.36579 0.519
O 1.39394 -5.37560 4.09981 -0.666
C 2.05517 -6.15970 1.98436 0.311
C 2.31814 -4.87882 1.50574 -0.733
C 2.80782 -4.70538 0.21912 -0.456
C 3.04598 -5.81107 -0.59240 -0.633
C 2.78065 -7.08880 -0.12215 -0.641
C 2.27605 -7.26740 1.16302 0.232
C 1.96483 -8.63590 1.63965 0.625
O 2.16876 -9.60533 0.93250 -0.679
H -0.04090 -9.28609 6.55394 0.390
H 0.22966 -11.23498 5.05072 0.391
H 1.15952 -10.92869 2.78659 0.461
H 0.57978 -7.02899 5.77493 0.469
H 2.13693 -4.01730 2.13476 0.488
H 3.00553 -3.70875 -0.15381 0.682
H 3.43347 -5.67328 -1.59361 0.381
H 2.96190 -7.94627 -0.75615 0.463
```

## Properties
LUMO = 0.547 eV
electronic energy = -249884.0299 eV
total charge = -1
HOMO energy = -5.0 eV

This record from the OMol25 dataset describes a structure of composition C32H27Br2N5O3S2Ti. The level of theory is ωB97M-V/def2-TZVPD.

Geometry as XYZ:
```
72
Properties=species:S:1:pos:R:3:mulliken_charge:R:1
Ti 0.61653 -0.94240 -0.68156 -1.141
C 4.04478 -2.02855 1.41354 -1.649
C 2.64641 -1.77594 0.95184 -0.148
N 2.39116 -1.63882 -0.40800 0.930
N 3.18436 -2.33281 -1.31029 -0.574
C 2.98986 -3.66328 -1.54392 0.382
N 3.44947 -4.06100 -2.76684 -0.512
S 2.36313 -4.71375 -0.43135 -0.371
C 1.51176 -1.82410 1.72798 0.952
C 1.47551 -1.96147 3.16571 -1.132
C 0.31304 -2.20604 3.80067 -0.495
C -0.91627 -2.27590 3.05887 -1.088
C -0.88253 -2.05870 1.72942 -0.045
N 0.27581 -1.81422 1.03261 0.969
H 4.35959 -3.02166 1.08330 0.266
H 4.74086 -1.29689 0.99724 0.304
H 4.12582 -1.99657 2.49755 0.529
H 3.57199 -1.76953 -2.05119 0.242
H 3.29407 -3.43610 -3.54467 0.257
H 3.26780 -5.03112 -2.96598 0.263
H 2.40254 -1.90706 3.71913 0.280
H 0.30081 -2.34802 4.87402 0.488
H -1.85681 -2.48354 3.54781 0.460
H -1.79436 -2.06439 1.14050 0.287
Br -4.88028 -2.63990 -0.32928 -0.160
C -3.89290 -2.32298 -1.91368 -0.025
C -4.53598 -1.85470 -3.05009 -0.164
N -3.88661 -1.60055 -4.18102 -0.628
C -2.57171 -1.79761 -4.20585 -0.527
C -1.84958 -2.24804 -3.10856 0.163
C -2.52966 -2.52946 -1.93358 -0.162
C -0.35531 -2.33482 -3.17816 0.228
O 0.24007 -2.48407 -4.21951 -0.662
O 0.23516 -2.21115 -2.00817 -0.076
H -5.60540 -1.67971 -3.04461 0.374
H -2.05375 -1.57411 -5.13046 0.473
H -1.99741 -2.89875 -1.06632 0.888
O 1.08293 0.84024 0.20783 0.094
S 1.51856 1.50969 1.49950 -0.153
C 0.11327 1.39476 2.58694 0.848
C 0.33351 1.13904 3.92773 -0.546
C -0.75858 1.07471 4.78412 -0.626
C -2.03898 1.24962 4.28607 -0.478
C -2.24391 1.49763 2.93130 -0.720
C -1.16411 1.57935 2.07258 -0.414
C 1.38798 3.23810 1.06442 0.716
C 0.73375 3.60033 -0.10262 0.096
C 0.61931 4.95042 -0.40214 -0.707
C 1.15511 5.90475 0.45173 -0.521
C 1.81692 5.52004 1.61073 -0.611
C 1.94182 4.17536 1.92254 -0.613
H 1.33768 0.97351 4.29651 0.375
H -0.60579 0.87066 5.83547 0.448
H -2.88776 1.18925 4.95468 0.410
H -3.24703 1.63101 2.54802 0.466
H -1.30200 1.78041 1.01733 0.479
H 0.33072 2.84175 -0.76307 0.119
H 0.10830 5.25174 -1.30714 0.490
H 1.06155 6.95542 0.21075 0.397
H 2.24160 6.26597 2.26898 0.396
H 2.46023 3.86242 2.82148 0.438
Br -3.14464 3.62391 -4.15564 -0.199
C -2.07716 2.32974 -3.26532 -0.343
C -0.80042 2.06281 -3.72887 -0.742
C -0.02423 1.11844 -3.06363 -1.068
C -0.48178 0.43753 -1.93305 1.991
C -1.78753 0.73013 -1.52067 -0.336
C -2.59186 1.66243 -2.16709 -0.768
H -0.42126 2.57994 -4.60056 0.475
H 0.96835 0.91673 -3.45631 0.424
H -2.22555 0.20751 -0.66896 0.466
H -3.60100 1.86232 -1.83067 0.541
```

## Properties
ΔE to the lowest compared entry with this formula, charge and spin = 91.74 kJ/mol
LUMO (spin up / spin down) = -0.308 / -0.309 eV
electronic energy = -232086.4751 eV
HOMO energy (spin up / spin down) = -6.4 / -6.4 eV

Q: Which of these has the lowest electronic energy?
A: C32H27B2Br6F8MnN5O10